C2H3NOS2 | ωB97M-V/def2-TZVPD

Structure (XYZ):
```
9
Properties=species:S:1:pos:R:3:forces:R:3:mulliken_charge:R:1
S -2.235693 -0.389714 0.306620 0.45 0.21 -0.49 -0.311
C -0.576974 -0.416125 0.135514 -3.12 2.74 1.69 0.106
C 0.294068 0.789933 0.195962 0.64 0.83 -1.04 -0.374
S 1.926566 -0.018074 0.453467 0.49 1.85 0.52 0.043
O 1.497245 -1.420231 -0.219028 -2.54 -1.28 -0.32 -0.248
N 0.031402 -1.543287 0.202022 3.34 -1.79 -0.63 -0.118
H 0.084080 1.399668 -0.733264 0.71 -0.75 0.67 0.278
H 0.116449 1.485544 1.028822 -0.20 -0.63 -0.10 0.315
H -0.472121 -2.285791 -0.232193 0.24 -1.18 -0.29 0.309
```
Forces are in eV/Å.

Computed properties:
SMILES = S=C1CSON1
LUMO energy = 0.03 eV
Highest occupied orbital energy = -8.79 eV
ΔE to the lowest compared entry with this formula, charge and spin = 310.4 kJ/mol
Electronic energy = -27327.560 eV

---

C8H14OSi | ωB97M-V/def2-TZVPD

Structure (XYZ):
```
24
Properties=species:S:1:pos:R:3:forces:R:3:mulliken_charge:R:1
C 2.639078 0.321779 0.037462 1.15 -0.31 0.19 0.190
C 1.524418 -0.094178 -0.032636 -5.77 -0.74 -0.35 -0.391
C 5.000020 -0.016357 -0.547238 -2.70 -2.53 -0.38 -0.674
C 4.006386 0.442309 0.252870 2.11 -0.03 -2.56 -0.533
C -0.755198 2.641735 -0.100174 -0.48 -0.38 0.18 -1.094
C -2.191204 -2.915104 0.042321 1.50 1.07 -0.15 -1.137
C -1.677121 1.547160 0.479785 -1.28 0.98 -2.96 -0.518
C -1.848137 -1.650532 0.851738 -2.46 -0.53 0.88 -0.489
O -1.644335 -0.207449 -1.775108 0.10 -0.84 0.60 -0.485
Si -1.297433 -0.231198 -0.157915 1.47 2.83 -0.64 0.526
H 5.992635 -0.004550 -0.246193 1.76 0.72 0.49 0.319
H 4.805025 -0.837705 -1.307158 -0.04 1.42 0.68 0.244
H 4.326866 1.135055 0.949583 0.45 1.21 1.86 0.303
H -1.080885 2.885482 -1.089176 0.28 -0.31 -1.03 0.293
H -0.813839 3.603100 0.355287 -0.53 0.63 1.12 0.389
H 0.271402 2.394225 -0.026040 1.07 -0.53 -0.44 0.260
H -1.586195 -2.835103 -0.868459 0.29 -1.13 0.27 0.296
H -2.066938 -3.780892 0.690455 0.15 -0.20 -0.60 0.335
H -3.162693 -2.848624 -0.343248 -1.65 -0.08 -0.23 0.354
H -2.743807 2.031596 0.216264 1.82 -1.95 1.01 0.277
H -1.507138 1.401123 1.486335 -0.13 0.30 2.60 0.396
H -1.090320 -1.889743 1.535585 1.51 -0.24 0.88 0.427
H -2.731752 -1.484161 1.581326 1.20 0.58 -1.31 0.375
H -2.368844 0.392042 -1.985677 0.19 0.07 -0.10 0.336
```
Forces are in eV/Å.

Computed properties:
LUMO energy = 0.01 eV
Highest occupied orbital energy = -8.02 eV
ΔE to the lowest compared entry with this formula, charge and spin = 317.1 kJ/mol
Electronic energy = -18443.558 eV

---

C6H33NO10 | ωB97M-V/def2-TZVPD

Structure (XYZ):
```
50
Properties=species:S:1:pos:R:3:forces:R:3:mulliken_charge:R:1
C 0.186159 1.797867 -2.450204 -2.30 3.27 -1.98 -1.497
C 0.974509 1.118199 -1.404738 0.38 -1.26 0.05 0.987
C 1.553092 -0.262099 -1.916341 -1.69 1.43 1.12 -0.353
C 0.423079 -1.256446 -2.004229 0.99 -1.73 2.03 -1.051
N -0.125074 -1.465710 -0.641075 -0.48 1.04 0.38 0.433
C -1.569754 -1.669835 -0.761850 -0.27 -2.76 -1.80 -0.929
C -2.129211 -2.406240 0.470991 -3.60 1.68 -0.67 -0.619
O -2.497569 -1.390858 1.410780 0.72 1.16 0.36 -0.594
H -0.671716 1.340059 -2.984867 0.86 -0.99 0.36 0.289
H 0.887866 2.160364 -3.232935 -0.60 -0.05 0.22 0.370
H -0.479716 2.746395 -2.154989 1.99 -1.47 0.13 0.179
H 1.789773 1.816833 -1.111021 -0.56 -0.67 0.28 0.390
H 0.317472 0.828602 -0.589916 0.44 0.94 0.14 -0.598
H 2.358817 -0.553537 -1.260601 0.18 -0.40 0.03 -0.138
H 1.874990 -0.132019 -2.887246 1.41 0.37 -2.09 0.661
H -0.304734 -1.133936 -2.786816 -0.54 1.02 -0.13 0.486
H 0.744720 -2.288765 -2.189158 0.71 0.16 -0.81 0.523
H 0.087483 -0.647014 0.009633 -0.70 -1.56 -1.26 -0.195
H -1.837440 -2.324405 -1.683555 1.15 0.23 1.35 0.405
H -2.067490 -0.786733 -1.210247 -0.34 -0.07 1.54 0.682
H -1.597630 -3.177888 0.938317 2.11 -0.51 0.48 0.355
H -3.101741 -2.987853 0.382650 0.71 0.77 -1.18 0.232
H -2.476743 -0.538949 0.915327 -0.40 -0.74 0.72 0.254
O 0.559638 0.680056 1.482502 0.61 0.18 -1.39 -0.738
H 1.411687 0.187755 1.613372 -0.47 -0.44 0.51 0.469
H -0.043814 0.576282 2.192331 -0.46 -0.43 1.46 0.210
O 4.750622 -1.105559 -1.365181 -0.93 -0.11 -0.85 -0.615
H 5.026884 -0.205158 -1.197013 0.31 -0.02 0.37 0.308
H 5.202561 -1.721587 -0.805152 0.72 0.03 0.57 0.306
O 2.521102 -0.980322 1.877179 0.52 0.06 -1.31 -0.769
H 2.454944 -1.637895 1.120435 0.18 0.49 0.45 0.445
H 2.149731 -1.516420 2.555929 -0.40 -0.49 1.26 0.333
O 2.322802 -2.972844 0.185068 -0.11 -0.59 1.15 -0.785
H 1.604103 -2.715813 -0.375509 -1.61 0.36 -0.41 0.355
H 3.069348 -2.821165 -0.354868 1.59 0.10 -1.01 0.288
O -3.372589 0.834621 -1.397533 0.36 0.31 -0.42 -0.654
H -4.018562 0.995156 -0.716891 -0.69 -0.07 0.34 0.333
H -2.632341 1.289395 -0.978981 0.23 0.06 -0.20 0.246
O -3.147245 1.419108 1.285250 0.02 2.05 2.40 -0.498
H -3.915608 1.562487 1.882724 0.27 -0.83 -0.65 0.266
H -2.613348 2.212060 1.644873 -0.54 -1.48 -1.65 0.275
O 1.260801 3.121236 1.725703 -0.49 -0.38 -0.96 -0.748
H 1.740264 2.981943 2.525832 0.58 0.40 1.07 0.286
H 1.078658 2.166085 1.497939 -0.20 0.78 -0.14 0.490
O -1.290089 -0.416021 3.947921 -0.08 0.89 -1.18 -0.628
H -1.540648 -0.364974 2.979185 0.04 -1.02 1.58 0.323
H -0.847749 -1.251796 4.121980 -0.19 -0.06 -0.44 0.305
O -1.668824 3.544610 0.748140 -0.61 0.10 0.12 -0.669
H -1.618819 3.895027 -0.142325 0.17 0.04 -0.05 0.265
H -0.782636 3.457720 1.089192 1.03 0.21 0.11 0.330
```
Forces are in eV/Å.

Computed properties:
SMILES = CCCCNCCO.O.O.O.O.O.O.O.O.O
LUMO energy = 0.25 eV
Highest occupied orbital energy = -8.80 eV
ΔE to the lowest compared entry with this formula, charge and spin = 366.3 kJ/mol
Electronic energy = -28720.819 eV

---

C4H11NS | ωB97M-V/def2-TZVPD

Structure (XYZ):
```
17
Properties=species:S:1:pos:R:3:forces:R:3:mulliken_charge:R:1
N -2.738319 0.746419 0.226136 1.42 1.39 2.12 -0.651
C -1.480286 -0.063674 0.479228 -2.01 -0.07 0.40 -0.486
C -0.510931 -0.022352 -0.715163 2.04 -1.96 2.12 -0.608
C 0.975950 0.544281 -0.275234 -1.79 1.51 0.06 -0.495
C 1.850835 -0.388433 0.570900 1.76 1.50 -0.01 -0.697
S 3.251791 -1.146504 -0.404885 -1.29 -1.04 0.50 -0.229
H -3.094030 0.626820 -0.689784 -0.14 -0.28 -0.98 0.238
H -2.549188 1.779922 0.353752 -0.20 -1.74 -0.31 0.230
H -1.011524 0.283842 1.447267 -0.42 0.00 -1.20 0.314
H -1.870593 -1.117307 0.773484 0.88 1.50 -0.91 0.257
H -0.620099 -1.021734 -1.249270 1.30 0.51 1.02 0.342
H -0.707088 0.540276 -1.567094 -1.38 1.97 -0.83 0.455
H 0.886622 1.528929 0.471713 -0.47 -2.22 -2.34 0.180
H 1.292803 0.882455 -1.310590 0.87 -0.32 1.71 0.342
H 1.194259 -0.950950 1.199561 -0.17 -1.43 -0.11 0.387
H 2.439544 0.144311 1.392760 -0.68 -0.10 -1.39 0.294
H 2.690254 -2.366299 -0.702780 0.30 0.79 0.14 0.128
```
Forces are in eV/Å.

Computed properties:
SMILES = NCCCCS
LUMO energy = 0.94 eV
Highest occupied orbital energy = -8.94 eV
ΔE to the lowest compared entry with this formula, charge and spin = 197.7 kJ/mol
Electronic energy = -16649.745 eV

---

C27H22BF3N3O10S | ωB97M-V/def2-TZVPD

Structure (XYZ):
```
67
Properties=species:S:1:pos:R:3:forces:R:3:mulliken_charge:R:1
C -4.686437 -3.322987 2.311783 -0.84 -0.58 -0.02 -1.310
C -3.542084 -2.454020 2.488069 1.74 1.25 0.72 0.411
C -2.897930 -2.026062 3.617040 -0.46 -0.10 -0.51 -1.124
C -1.778169 -1.258909 3.181591 0.15 -0.03 -0.28 -0.785
C -1.746070 -1.299098 1.813239 0.27 -0.42 1.79 0.820
B -0.638287 -0.671670 0.795969 -1.31 -0.57 1.35 0.757
C 0.318187 0.162844 1.711569 0.38 1.56 0.11 0.695
C 0.339190 1.485522 2.060894 0.16 -0.37 -0.10 -0.642
C 1.400647 1.659782 3.010397 0.35 -0.78 0.13 -1.111
C 1.970413 0.418241 3.180142 -1.52 1.11 -1.29 0.438
C 3.037590 -0.069848 4.026476 0.94 -0.19 0.87 -1.364
O 1.339427 -0.488371 2.366553 -0.20 0.70 0.68 -0.490
C 0.235276 -1.835470 0.266827 -0.15 -1.43 -1.05 0.762
C 0.082475 -3.201107 0.283606 0.13 0.57 -0.08 -0.679
C 1.363801 -3.763493 0.010872 0.85 0.70 -0.21 -1.333
C 2.227568 -2.702440 -0.168524 -2.13 -0.76 0.17 0.593
C 3.640719 -2.584112 -0.436351 1.31 -0.08 -0.30 -1.331
O 1.528601 -1.534659 -0.079754 0.26 -0.75 0.30 -0.148
C -1.723734 0.010445 -0.084413 0.20 1.14 -2.03 1.670
C -2.122265 -0.183837 -1.382711 0.12 0.40 0.44 -0.990
C -3.426283 0.403206 -1.518538 -0.37 0.16 0.97 -1.703
C -3.765742 0.875744 -0.267794 1.83 -0.59 -1.54 0.530
C -4.991747 1.346858 0.339045 -0.98 0.47 0.30 -1.386
O -2.690637 0.738354 0.569986 -0.54 -0.44 -0.53 -0.560
O -2.864538 -1.981101 1.388017 0.06 -0.69 0.14 -0.425
H -5.128334 -3.460706 3.305677 -0.09 -0.09 -0.26 0.358
H -5.434475 -2.874072 1.649512 0.00 -0.21 0.00 0.261
H -4.390899 -4.310202 1.930053 -0.20 0.15 -0.08 0.224
H -3.169739 -2.242840 4.640975 -0.14 -0.01 -0.11 0.419
H -1.092354 -0.707892 3.813437 0.04 -0.22 -0.16 0.501
H -0.343043 2.229081 1.661011 0.10 -0.13 0.21 0.730
H 1.693892 2.572345 3.515995 0.03 -0.17 -0.06 0.431
H 3.640566 0.788640 4.335962 0.06 -0.16 0.05 0.384
H 2.649615 -0.541591 4.941031 0.14 -0.08 -0.20 0.229
H 3.687009 -0.780694 3.503848 -0.12 0.06 0.10 0.253
H -0.831525 -3.746127 0.503107 0.23 0.29 0.03 0.567
H 1.612983 -4.814795 -0.039081 0.12 0.12 0.04 0.485
H 4.099118 -3.572970 -0.370668 0.07 0.08 -0.08 0.348
H 3.825503 -2.179687 -1.439578 0.14 -0.01 0.14 0.194
H 4.134994 -1.937242 0.297603 -0.04 -0.01 -0.12 0.215
H -1.536046 -0.704882 -2.135198 -0.38 0.01 0.33 0.970
H -4.025481 0.445996 -2.417701 -0.12 -0.07 0.19 0.418
H -5.710855 1.550810 -0.458316 -0.06 0.12 0.19 0.392
H -5.419692 0.571249 0.994172 0.11 0.26 -0.07 0.191
H -4.815513 2.253107 0.932479 -0.19 -0.14 -0.08 0.260
O 3.583490 0.003949 -4.256878 -0.62 0.57 -0.14 -0.667
S 2.196903 0.397345 -4.272470 -0.56 -0.85 0.60 1.383
O 1.559042 1.005928 -5.412529 0.52 -0.23 0.68 -0.683
C 1.266878 -1.170634 -3.911466 -0.42 -0.85 0.74 0.687
F 1.436099 -2.056790 -4.897689 -0.04 0.52 0.25 -0.246
F 1.724235 -1.707244 -2.763862 -0.39 0.58 -1.14 -0.193
F -0.057840 -0.918533 -3.770640 1.02 -0.14 -0.33 -0.239
C 1.829212 1.375362 -2.805646 -1.70 -0.19 0.93 -0.378
C 0.537639 1.628549 -2.282890 1.14 -0.07 -2.18 0.029
C 0.348190 2.923217 -1.768729 -0.76 1.24 0.07 -0.207
N -0.810421 3.698633 -1.881825 0.70 -0.77 -0.55 0.840
O -1.939426 3.431477 -2.259317 1.29 0.56 0.76 -0.628
O -0.398153 5.051332 -1.735661 -0.11 -1.34 0.53 -0.208
N 0.956028 5.128071 -1.480105 0.43 -2.17 -0.27 -0.496
C 1.402627 3.840002 -1.548513 0.28 2.29 -0.51 0.770
C 2.764894 3.357792 -1.746958 -0.40 -1.33 -0.35 -0.713
N 3.980741 4.120489 -1.539933 2.51 0.83 0.49 0.926
O 3.956178 5.315628 -1.197856 -0.73 -2.18 -0.60 -0.571
O 5.058392 3.503741 -1.742584 -1.99 1.18 0.39 -0.603
C 2.934344 2.106636 -2.345781 0.20 1.73 0.62 -0.321
H -0.315264 1.008679 -2.518113 -0.11 0.09 0.02 0.758
H 3.930529 1.695013 -2.508895 -0.22 0.46 -0.14 0.634
```
Forces are in eV/Å.

Computed properties:
LUMO energy = -0.19 eV
Highest occupied orbital energy = -4.36 eV
ΔE to the lowest compared entry with this formula, charge and spin = 0.0 kJ/mol
Electronic energy = -72956.046 eV
Total charge = -1

---

Please write out number 4 again, unchanged.
C4H11NS | ωB97M-V/def2-TZVPD

Structure (XYZ):
```
17
Properties=species:S:1:pos:R:3:forces:R:3:mulliken_charge:R:1
N -2.738319 0.746419 0.226136 1.42 1.39 2.12 -0.651
C -1.480286 -0.063674 0.479228 -2.01 -0.07 0.40 -0.486
C -0.510931 -0.022352 -0.715163 2.04 -1.96 2.12 -0.608
C 0.975950 0.544281 -0.275234 -1.79 1.51 0.06 -0.495
C 1.850835 -0.388433 0.570900 1.76 1.50 -0.01 -0.697
S 3.251791 -1.146504 -0.404885 -1.29 -1.04 0.50 -0.229
H -3.094030 0.626820 -0.689784 -0.14 -0.28 -0.98 0.238
H -2.549188 1.779922 0.353752 -0.20 -1.74 -0.31 0.230
H -1.011524 0.283842 1.447267 -0.42 0.00 -1.20 0.314
H -1.870593 -1.117307 0.773484 0.88 1.50 -0.91 0.257
H -0.620099 -1.021734 -1.249270 1.30 0.51 1.02 0.342
H -0.707088 0.540276 -1.567094 -1.38 1.97 -0.83 0.455
H 0.886622 1.528929 0.471713 -0.47 -2.22 -2.34 0.180
H 1.292803 0.882455 -1.310590 0.87 -0.32 1.71 0.342
H 1.194259 -0.950950 1.199561 -0.17 -1.43 -0.11 0.387
H 2.439544 0.144311 1.392760 -0.68 -0.10 -1.39 0.294
H 2.690254 -2.366299 -0.702780 0.30 0.79 0.14 0.128
```
Forces are in eV/Å.

Computed properties:
SMILES = NCCCCS
LUMO energy = 0.94 eV
Highest occupied orbital energy = -8.94 eV
ΔE to the lowest compared entry with this formula, charge and spin = 197.7 kJ/mol
Electronic energy = -16649.745 eV